Formula: C24H56ClN8O12
Source: the Open Molecules 2025 dataset
Level of theory: the ωB97M-V functional and the def2-TZVPD basis

Summary:
HOMO-LUMO gap   8.7 eV
Lowest unoccupied orbital energy   1.89 eV
2S+1   1
Total charge   -1
Total energy   -74808.057 eV
Energy relative to the best compared isomer or geometry (same formula, charge and spin)   120.9 kJ/mol

```
101
C24H56ClN8O12, DFT the ωB97M-V functional and the def2-TZVPD basis
Cl -15.9374 0.3617 8.6993
O -18.7220 -4.6276 8.7108
O -16.7726 0.0892 9.8624
O -10.5431 3.5607 7.7359
O -15.2845 1.6178 8.9417
O -14.5886 -2.7955 3.8801
O -18.8774 2.6340 12.8046
O -14.9500 -0.6678 8.5204
O -15.8011 6.3948 6.6992
O -16.9449 0.2124 13.8856
O -21.0230 -1.1335 6.1712
O -12.2351 -5.5075 9.5326
O -16.8018 0.4668 7.5299
N -17.3984 4.2717 12.2152
N -17.4561 -2.9718 9.6056
N -15.5136 -1.1227 5.0753
N -11.2277 -3.4967 9.6549
N -14.5057 4.5657 7.0168
N -11.6342 2.5395 9.4766
N -15.1766 0.0452 12.5110
N -20.5547 -0.3985 4.0790
C -16.2836 3.4532 11.7719
C -20.5333 -0.2974 5.4246
C -14.8379 5.8623 7.2400
C -18.6274 3.7836 12.5077
C -21.2217 -1.4823 3.3456
C -11.8812 1.2998 8.7466
C -13.5794 -3.6924 10.2926
C -19.8211 0.8880 6.0477
C -17.0384 -3.7380 10.7702
C -10.6752 4.7590 9.7897
C -15.2568 3.7295 6.1174
C -15.0363 -2.3724 4.9371
C -10.9647 3.5452 8.8830
C -14.9720 -0.5498 14.9306
C -11.1806 -2.0524 9.7790
C -18.3817 -3.4452 8.7491
C -15.7615 -0.0491 13.7316
C -15.4892 -0.0527 4.1113
C -19.7305 4.8240 12.4899
C -14.0802 6.6349 8.2998
C -13.7432 -0.0095 12.2977
C -15.0055 -3.1940 6.1985
C -12.2971 -4.3044 9.7630
C -19.0096 -2.4696 7.8032
H -15.7789 0.1565 11.7080
H -16.0548 -3.3750 6.4626
H -10.3372 4.3754 10.7577
H -15.3865 -0.5007 3.1205
H -14.9768 2.6837 6.2271
H -19.2989 -2.8984 6.8487
H -16.3762 -4.5614 10.5163
H -11.6411 2.5742 10.4798
H -16.3327 3.7792 6.2965
H -19.4215 5.7443 11.9833
H -11.3766 -1.5506 8.8324
H -20.6972 -1.6642 2.4173
H -13.5118 0.2741 11.2740
H -10.9937 0.6628 8.7523
H -15.0731 3.9910 5.0738
H -13.4032 -3.1482 11.2190
H -14.2156 -4.5458 10.5132
H -15.9111 3.7863 10.8013
H -17.4374 5.2429 11.9638
H -14.0442 4.0761 7.7683
H -19.9847 -2.2465 8.2515
H -16.6594 -3.0557 11.5273
H -13.9979 -0.8982 14.5810
H -17.1051 -2.0397 9.4457
H -15.4802 -1.2715 15.5575
H -17.9676 -4.1603 11.1594
H -16.4685 0.4324 4.0493
H -14.6407 -4.1929 5.9737
H -11.8498 -1.7705 10.5876
H -20.6167 4.5048 11.9415
H -20.3156 0.4746 3.6375
H -12.0220 1.5005 7.6870
H -16.5668 2.4215 11.5753
H -14.1180 -3.1189 9.5366
H -13.2311 0.6698 12.9867
H -13.3042 -0.9852 12.5319
H -20.3204 1.8427 5.8348
H -14.4889 -2.7215 7.0282
H -13.9453 7.6529 7.9398
H -22.2533 -1.1247 3.2693
H -21.2996 -2.3256 4.0273
H -10.1890 -1.7382 10.1112
H -9.8373 5.3292 9.4049
H -15.7823 -0.7799 5.9862
H -15.4795 3.4708 12.5064
H -14.7571 0.3184 15.5602
H -20.1060 5.1194 13.4700
H -14.6997 6.8080 9.1833
H -10.4636 -3.9173 9.1426
H -11.5977 5.3289 9.8774
H -14.7535 0.7356 4.2700
H -12.7655 0.8262 9.1621
H -18.7776 1.0320 5.7738
H -13.1956 6.0817 8.6152
H -19.9556 0.8177 7.1241
H -18.5641 -1.4849 7.6565
```